C4H5NS2 in the gas phase, computed with ωB97M-V with the def2-TZVPD basis set.

Summary:
* HOMO: -8.8 eV
* total energy: -27386.8782 eV
* lowest unoccupied orbital energy: -0.35 eV
* ΔE to the lowest compared entry with this formula, charge and spin: 65.44 kcal/mol
* net charge: 0
* frontier orbital gap: 8.4 eV

Each line ends with the Löwdin charge.
Atoms and positions in Å:
C  -0.191  0.035  -1.061  -0.5098
C  0.285  -1.314  -1.426  -0.1354
C  0.657  -2.436  -1.690  0.1157
C  0.165  0.489  0.350  -1.2241
H  -1.973  -0.167  -2.157  0.0863
H  -2.123  -0.157  -0.510  0.0796
H  0.402  0.734  -1.665  0.1284
H  0.831  -3.433  -2.062  0.0410
H  0.551  -1.765  0.792  -0.1023
N  -1.632  0.264  -1.295  0.0507
S  0.357  -0.655  1.605  0.7858
S  0.158  2.049  0.747  0.6842

Cartesian forces (eV/Å) of the 6 atoms listed first:
C 0.5 0.3 -0.9
C 0.2 -1.0 0.1
C -0.6 0.6 -0.3
C -0.5 0.0 0.2
H 0.4 0.1 0.3
H -0.2 0.0 -0.3